1.
Molecular formula: C2H2ClN3O
Method: DFT, the ωB97M-V functional and the def2-TZVPD basis

Cartesian coordinates (Å):
C (-1.9967, 0.2850, 0.2728)
C (0.9480, -0.3712, -0.1200)
N (-3.0092, 0.5688, -0.0784)
N (0.5288, 0.5889, -1.0067)
N (0.1465, -0.3084, 1.0290)
O (1.8711, -1.1339, -0.1121)
Cl (0.1992, -1.5917, 2.0379)
H (0.0076, 1.1914, -0.4282)
H (1.3047, 0.7711, -1.5944)

Calculated values
* energy above the lowest of the compared OMol25 structures with the same formula, charge and spin: 472.98 kJ/mol
* DFT total energy: -21140.7463 eV
* LUMO level (alpha / beta): -3.296 / -3.093 eV

Here are the Löwdin charges for atoms 1 to 5, given in e: -0.117 -0.721 0.029 0.173 -0.392

***

2.
Molecular formula: C32H40AsNO5PSSiTi
Method: DFT, the ωB97M-V functional and the def2-TZVPD basis

Cartesian coordinates (Å):
Ti (-0.2220, -0.1349, 0.4098)
O (-0.0051, -0.8272, 2.3229)
C (1.1539, -0.9291, 1.8399)
O (1.3062, -1.4625, 0.6746)
C (2.3675, -0.4021, 2.4814)
C (2.5516, -0.4149, 3.8603)
C (3.7852, -0.0752, 4.3797)
C (4.8291, 0.2707, 3.5324)
C (4.6314, 0.3363, 2.1611)
C (3.3911, 0.0278, 1.6232)
P (2.9240, 0.2030, -0.1492)
C (4.0941, -1.0585, -0.7745)
C (4.0374, -2.3165, -0.1768)
C (4.8325, -3.3477, -0.6322)
C (5.6880, -3.1439, -1.7028)
C (5.7514, -1.8946, -2.2997)
C (4.9639, -0.8549, -1.8382)
C (3.7427, 1.7792, -0.6575)
C (4.2792, 2.7669, 0.1633)
C (4.6725, 3.9838, -0.3688)
C (4.5464, 4.2282, -1.7249)
C (3.9860, 3.2660, -2.5495)
C (3.5585, 2.0687, -2.0132)
H (1.7225, -0.7009, 4.4919)
H (3.9387, -0.1014, 5.4473)
H (5.8008, 0.5048, 3.9418)
H (5.4467, 0.6319, 1.5157)
H (3.3635, -2.4816, 0.6508)
H (4.7864, -4.3146, -0.1512)
H (6.3048, -3.9553, -2.0662)
H (6.4220, -1.7294, -3.1321)
H (5.0372, 0.1155, -2.3031)
H (4.3876, 2.6060, 1.2261)
H (5.0730, 4.7447, 0.2854)
H (4.8805, 5.1681, -2.1347)
H (3.8669, 3.4628, -3.6054)
H (3.0606, 1.3441, -2.6477)
N (0.2607, 1.9813, 0.3148)
C (0.2012, 2.8039, 1.4880)
C (1.3250, 2.9060, 2.3050)
C (1.2981, 3.7359, 3.4121)
C (0.1609, 4.4634, 3.6946)
C (-0.9511, 4.3696, 2.8863)
C (-0.9429, 3.5415, 1.7743)
S (0.1978, 5.6255, 5.0919)
O (0.6334, 4.8168, 6.2233)
O (-1.1618, 6.1409, 5.1950)
O (1.1822, 6.6096, 4.6500)
H (-0.4534, 2.2782, -0.3576)
H (1.1799, 2.0850, -0.1295)
H (2.2161, 2.3437, 2.0480)
H (2.1479, 3.8444, 4.0681)
H (-1.8118, 4.9663, 3.1425)
H (-1.8126, 3.4745, 1.1270)
C (-1.8887, -1.1284, -2.8815)
Si (-0.2855, -0.3270, -2.1195)
C (1.1179, -1.1484, -3.2208)
C (-0.2861, 1.4696, -2.9161)
H (-1.8166, -1.2808, -3.9555)
H (-2.7505, -0.4971, -2.6904)
H (-2.0897, -2.0925, -2.4111)
H (1.3295, -0.5557, -4.1075)
H (0.8385, -2.1433, -3.5563)
H (2.0506, -1.2482, -2.6701)
H (-0.3820, 1.4091, -3.9958)
H (0.6401, 2.0036, -2.7051)
H (-1.1132, 2.0771, -2.5543)
C (-2.4822, -4.3558, 0.1201)
As (-0.9694, -3.0424, 0.3153)
C (0.1085, -3.8286, -1.1395)
C (-0.1133, -4.0637, 1.7786)
H (-2.1254, -5.3800, 0.0038)
H (-3.0922, -4.0981, -0.7451)
H (-3.1143, -4.2994, 1.0074)
H (0.2543, -4.9004, -0.9925)
H (1.0710, -3.3198, -1.1611)
H (-0.3938, -3.6753, -2.0947)
H (0.1373, -5.0814, 1.4677)
H (-0.7901, -4.1092, 2.6330)
H (0.7967, -3.5589, 2.0979)
C (-2.0920, 0.1929, 0.2598)
H (-2.8487, -0.6020, 0.2916)
H (-2.5840, 1.1494, 0.0460)

Calculated values
* total charge: -1
* energy above the lowest of the compared OMol25 structures with the same formula, charge and spin: 193.63 kJ/mol
* DFT total energy: -157517.5698 eV
* LUMO level (alpha / beta): 1.663 / 1.663 eV

Here are the Löwdin charges for atoms 1 to 5, given in e: 0.583 -0.043 -0.685 -0.314 -0.151

***

3.
Molecular formula: C4H10NO2
Method: DFT, the ωB97M-V functional and the def2-TZVPD basis

Cartesian coordinates (Å):
C (0.3420, -1.9252, -1.7275)
N (0.0164, -1.2454, -0.4382)
C (-0.0203, 0.2499, -0.4899)
C (-1.4422, 0.7034, -0.7910)
C (0.3396, 0.8443, 0.8923)
O (0.3726, 2.0095, 1.0883)
O (0.5640, -0.1322, 1.8037)
H (0.3017, -3.0016, -1.5772)
H (1.3955, -1.7472, -1.9575)
H (-0.2386, -1.5032, -2.5394)
H (-0.8652, -1.6013, -0.0687)
H (0.7454, -1.4855, 0.2408)
H (0.7281, 0.6633, -1.1415)
H (-1.7916, 0.1889, -1.6773)
H (-2.1496, 0.6451, 0.0274)
H (-1.4512, 1.7363, -1.1056)
H (0.9558, 0.2050, 2.5927)

Calculated values
* total charge: +1
* SMILES: C[NH2+][C@@H](C)C(=O)O
* energy above the lowest of the compared OMol25 structures with the same formula, charge and spin: 78.69 kJ/mol
* DFT total energy: -9888.7724 eV
* LUMO level: -3.384 eV

Here are the Löwdin charges for atoms 1 to 5, given in e: 0.028 0.035 -0.207 -0.003 -0.476

***

4.
Molecular formula: C18H45IN3O6
Method: DFT, the ωB97M-V functional and the def2-TZVPD basis

Cartesian coordinates (Å):
I (1.1610, 50.4650, 31.6360)
C (4.4720, 54.7050, 32.4360)
O (4.4150, 54.0790, 33.6670)
C (3.3000, 53.2420, 33.8390)
C (3.3630, 52.3780, 35.2150)
N (2.1840, 51.5930, 35.1060)
C (2.1410, 50.5490, 36.0820)
C (0.7700, 50.0390, 36.4230)
O (0.8000, 49.1540, 37.3810)
C (-0.4690, 48.7570, 37.7400)
H (5.3970, 55.1000, 32.2550)
H (3.6590, 55.3710, 32.2070)
H (4.2630, 53.7040, 31.7560)
H (3.1970, 52.7410, 32.8760)
H (2.3420, 53.8630, 33.9730)
H (3.3870, 52.8110, 36.0920)
H (4.4380, 51.8980, 35.1380)
H (2.0180, 51.1830, 34.0020)
H (2.6640, 50.8580, 37.0700)
H (2.8930, 49.7960, 36.0190)
H (0.5650, 49.5600, 35.5880)
H (0.1480, 50.9410, 36.5400)
H (-0.8040, 49.2500, 38.6260)
H (-0.4050, 47.7810, 38.2710)
H (-1.0640, 48.8590, 36.9460)
C (2.4220, 53.5670, 26.6000)
O (2.6120, 54.6230, 27.4200)
C (1.6520, 55.0920, 28.3670)
C (1.4900, 54.3210, 29.6050)
N (0.4380, 54.7150, 30.4820)
C (0.3640, 53.8410, 31.6260)
C (-0.7310, 54.2610, 32.5970)
O (-0.5210, 53.7690, 33.8680)
C (-0.6790, 52.2820, 33.8740)
H (3.3890, 53.3760, 26.0540)
H (1.4240, 53.7540, 26.0940)
H (2.1000, 52.6190, 27.3890)
H (0.7140, 55.1900, 27.6340)
H (1.7240, 56.3010, 28.6040)
H (2.4390, 54.3000, 30.1520)
H (1.4740, 53.3910, 29.3310)
H (-0.3500, 54.5880, 30.0390)
H (1.3000, 53.5250, 32.0370)
H (0.0120, 52.9610, 31.1050)
H (-1.8510, 54.0480, 32.2880)
H (-0.8670, 55.2550, 32.7540)
H (0.1700, 51.6460, 33.4060)
H (-1.7360, 51.9080, 33.3620)
H (-0.8170, 51.8430, 34.8940)
C (-2.0890, 47.8110, 27.3530)
O (-0.8480, 48.3650, 27.8730)
C (-0.5730, 48.2400, 29.2170)
C (-1.5600, 49.2250, 30.0110)
N (-1.0410, 49.1680, 31.3740)
C (-1.8690, 49.9880, 32.2510)
C (-1.2880, 50.1170, 33.7080)
O (-2.2040, 50.9860, 34.5600)
C (-1.7490, 50.9870, 35.8740)
H (-2.9570, 48.0930, 27.7210)
H (-1.9550, 46.7470, 27.5290)
H (-1.9750, 48.1810, 26.4860)
H (0.5000, 48.4630, 29.4300)
H (-0.7380, 47.2340, 29.7000)
H (-2.4620, 48.7760, 29.8930)
H (-1.6400, 50.3670, 29.6290)
H (-0.1250, 49.6200, 31.4100)
H (-2.8460, 49.6740, 32.6450)
H (-2.1410, 50.9810, 32.0500)
H (-0.3620, 50.3800, 33.8740)
H (-1.3840, 49.0860, 34.1420)
H (-2.5360, 51.5260, 36.5010)
H (-0.7840, 51.5290, 36.0370)
H (-1.6530, 49.8190, 36.2780)

Calculated values
* total charge: -1
* energy above the lowest of the compared OMol25 structures with the same formula, charge and spin: 1773.28 kJ/mol
* DFT total energy: -44231.6874 eV
* LUMO level: 2.826 eV

Here are the Löwdin charges for atoms 1 to 5, given in e: 0.810 -0.119 -0.217 -0.204 -0.194